(1)
# C58H147N5O18

18 unconnected molecules or ions with the total composition C58H147N5O18 at a distorted geometry (the ωB97M-V functional and the def2-TZVPD basis, OMol25).

Structure (XYZ):
```
228
Properties=species:S:1:pos:R:3:mulliken_charge:R:1
C -1.556 0.221 -4.128 -0.191
C -2.313 -0.872 -4.993 1.867
C -2.991 -0.178 -6.213 -1.365
C -2.104 0.017 -7.427 -0.047
C -1.577 -1.322 -7.866 -1.489
C -0.696 -1.931 -6.721 1.623
N -1.469 -1.924 -5.495 -0.510
O -0.659 -2.398 -4.483 0.998
C -0.280 -3.355 -7.121 -1.866
C 0.552 -1.087 -6.581 -1.416
C -3.288 -1.474 -4.053 -1.568
H -1.656 -0.162 -3.118 -0.101
H -1.942 1.235 -4.268 0.398
H -0.545 0.346 -4.353 -0.843
H -3.869 -0.825 -6.583 0.231
H -3.234 0.828 -5.990 0.528
H -1.308 0.733 -7.255 -0.076
H -2.753 0.340 -8.219 0.455
H -0.935 -1.190 -8.782 0.415
H -2.317 -1.996 -8.157 0.442
H -1.097 -3.980 -7.559 0.369
H 0.521 -3.169 -7.825 0.370
H 0.020 -3.866 -6.227 0.259
H 0.313 -0.149 -6.093 -0.075
H 1.316 -1.635 -5.949 -0.051
H 1.020 -0.885 -7.542 0.861
H -2.687 -1.980 -3.257 0.122
H -3.840 -2.227 -4.563 0.582
H -3.934 -0.727 -3.516 0.200
H 0.096 -1.838 -4.310 -0.242
C -3.399 -0.852 8.311 -1.411
C -4.159 -1.297 7.022 1.723
C -3.050 -1.521 5.889 -1.350
C -3.660 -2.284 4.726 0.600
C -4.260 -3.600 5.199 -1.893
C -5.393 -3.410 6.217 1.612
N -4.839 -2.590 7.239 0.225
O -5.772 -2.251 8.208 -0.528
C -6.689 -2.885 5.530 -1.745
C -5.902 -4.734 6.805 -1.891
C -5.139 -0.234 6.507 -1.890
H -4.093 -0.478 9.115 0.391
H -2.719 -0.012 7.894 0.193
H -2.711 -1.648 8.681 0.341
H -2.589 -0.605 5.657 0.870
H -2.343 -2.188 6.427 0.283
H -2.974 -2.413 3.858 -0.676
H -4.562 -1.723 4.392 0.155
H -3.580 -4.178 5.775 0.453
H -4.466 -4.196 4.321 0.470
H -7.387 -2.619 6.306 0.433
H -6.479 -1.943 4.926 0.203
H -7.143 -3.639 4.917 0.502
H -6.616 -4.633 7.635 0.408
H -6.462 -5.373 6.056 0.329
H -5.053 -5.333 7.039 0.475
H -5.541 -0.479 5.532 0.358
H -4.572 0.665 6.424 0.469
H -5.938 -0.059 7.221 0.388
H -5.533 -2.826 8.915 0.374
C 1.022 -2.584 4.999 -0.907
C 1.883 -2.567 6.310 2.309
C 3.362 -2.298 6.030 -1.701
C 3.532 -0.992 5.350 0.983
C 3.200 0.068 6.352 -1.508
C 1.731 -0.121 6.871 1.964
N 1.441 -1.508 7.226 -0.063
O 0.089 -1.723 7.648 -0.398
C 1.622 0.618 8.216 -1.950
C 0.780 0.524 5.760 -1.256
C 1.832 -3.891 6.979 -2.077
H -0.039 -2.564 5.353 0.162
H 1.163 -3.534 4.477 0.584
H 1.022 -1.678 4.441 -0.422
H 3.844 -2.129 7.042 0.370
H 3.828 -3.062 5.436 0.550
H 2.847 -0.813 4.486 -0.796
H 4.596 -0.846 5.027 0.393
H 3.323 1.091 5.923 0.368
H 3.832 0.164 7.265 0.376
H 2.357 0.174 8.975 0.429
H 1.934 1.686 8.132 0.390
H 0.601 0.681 8.678 0.202
H -0.305 0.342 5.776 0.011
H 0.788 1.589 5.834 0.773
H 1.063 0.255 4.725 -0.185
H 2.591 -4.576 6.596 0.437
H 0.866 -4.364 6.897 0.354
H 2.063 -3.831 8.016 0.472
H -0.466 -1.243 7.027 0.244
C -0.841 2.707 -0.281 -1.310
C 0.072 1.445 -0.235 3.139
C 1.039 1.642 0.872 -0.564
C 1.851 0.435 1.156 -1.391
C 0.895 -0.709 1.480 -0.577
C -0.253 -0.990 0.453 2.849
N -0.847 0.392 0.196 0.943
O -1.916 0.227 -0.719 -0.048
C 0.365 -1.732 -0.751 -0.002
C -1.316 -1.769 1.199 -1.661
C 0.716 1.236 -1.582 0.764
H -1.538 2.431 0.493 -0.418
H -1.536 2.767 -1.100 0.187
H -0.247 3.574 -0.144 0.324
H 1.633 2.519 0.586 0.699
H 0.431 1.999 1.792 -0.480
H 2.487 0.577 2.017 0.664
H 2.560 0.090 0.384 0.177
H 0.409 -0.531 2.464 -0.615
H 1.482 -1.644 1.619 0.277
H -0.248 -1.532 -1.699 -0.725
H 1.395 -1.361 -0.970 -0.569
H 0.346 -2.816 -0.549 0.531
H -0.983 -2.732 1.593 0.347
H -1.695 -1.204 2.080 -0.186
H -2.264 -2.007 0.647 0.329
H 0.163 0.575 -2.247 -0.920
H 1.704 0.801 -1.473 -0.252
H 0.825 2.121 -2.187 -0.875
H -2.728 0.226 -0.197 -0.030
C 1.938 2.495 -7.596 -2.212
C 3.232 2.238 -6.925 1.787
C 4.360 3.100 -7.492 -1.058
C 5.613 2.944 -6.696 -0.454
C 5.332 3.357 -5.285 -1.404
C 4.209 2.598 -4.573 2.079
N 3.123 2.600 -5.524 0.158
O 2.006 2.020 -4.893 0.410
C 4.681 1.335 -3.978 -1.577
C 3.738 3.440 -3.279 -2.127
C 3.533 0.696 -7.235 -1.265
H 1.971 2.287 -8.678 0.368
H 1.710 3.521 -7.511 0.546
H 1.146 2.033 -7.086 0.147
H 4.584 2.866 -8.572 0.344
H 4.163 4.181 -7.422 0.225
H 6.399 3.609 -7.092 0.429
H 6.080 1.931 -6.861 0.286
H 4.983 4.398 -5.306 0.380
H 6.282 3.344 -4.687 0.298
H 3.856 0.874 -3.455 0.060
H 4.973 0.633 -4.697 0.382
H 5.429 1.565 -3.260 0.577
H 3.427 4.445 -3.520 0.510
H 2.918 2.912 -2.801 0.060
H 4.542 3.489 -2.570 0.431
H 3.987 0.576 -8.248 0.435
H 2.611 0.150 -6.964 -0.211
H 4.330 0.369 -6.591 0.418
H 2.142 1.070 -4.767 -0.132
C -2.870 6.410 0.638 -0.718
O -1.713 5.884 0.044 -0.292
H -3.702 5.649 0.471 0.213
H -2.755 6.579 1.725 0.281
H -3.225 7.350 0.165 0.227
H -0.978 5.949 0.742 0.387
C 3.063 -2.091 -3.819 -0.582
O 1.967 -1.144 -3.893 0.799
H 2.872 -2.887 -3.060 -0.151
H 3.182 -2.561 -4.766 0.363
H 3.971 -1.561 -3.528 0.286
H 1.803 -0.864 -2.999 -0.664
C 4.559 -1.985 1.459 -0.438
O 4.110 -2.272 0.173 -0.366
H 5.156 -2.787 1.990 0.313
H 5.150 -1.062 1.342 0.265
H 3.719 -1.671 2.151 -0.030
H 3.713 -3.146 0.171 0.419
C -4.836 1.509 0.886 -0.653
O -4.231 0.235 1.167 -0.392
H -5.677 1.748 1.531 0.288
H -4.091 2.276 0.913 0.127
H -5.269 1.466 -0.115 0.278
H -3.689 0.370 2.017 0.181
C 3.287 6.397 -0.631 -0.659
O 1.918 5.911 -0.507 -0.337
H 3.237 7.259 -1.282 0.339
H 3.761 6.488 0.373 0.305
H 3.983 5.732 -1.190 0.114
H 1.468 5.826 -1.348 0.107
C -4.274 -3.474 1.649 -0.270
O -3.051 -4.197 1.726 -0.422
H -4.783 -3.552 0.667 0.326
H -4.973 -3.937 2.396 0.175
H -3.955 -2.471 1.874 0.095
H -3.150 -5.064 1.363 0.250
C 2.059 -5.158 1.126 -0.456
O 3.004 -4.671 0.189 -0.562
H 2.140 -4.561 2.015 0.025
H 1.043 -5.165 0.793 0.188
H 2.372 -6.183 1.439 0.334
H 2.737 -4.954 -0.699 0.365
C -1.686 2.506 3.211 -0.940
O -2.078 1.277 2.661 -0.198
H -1.767 3.358 2.577 0.238
H -2.273 2.702 4.107 0.430
H -0.652 2.397 3.516 0.189
H -1.451 0.983 1.923 -0.216
C -2.004 -5.372 -2.181 -0.727
O -0.901 -4.925 -2.828 -0.393
H -2.170 -4.968 -1.166 0.145
H -2.943 -5.269 -2.715 0.339
H -1.798 -6.491 -2.075 0.311
H -1.104 -4.037 -3.221 0.134
C 2.227 -6.214 -2.994 -0.762
O 1.608 -5.328 -2.096 -0.245
H 3.308 -6.357 -2.712 0.262
H 1.705 -7.156 -2.907 0.311
H 2.054 -5.886 -4.004 0.263
H 0.671 -5.300 -2.350 0.338
C -0.374 4.775 -3.600 0.053
O -0.174 5.769 -2.630 -0.410
H -1.472 4.516 -3.697 0.373
H -0.062 5.107 -4.612 0.299
H 0.109 3.886 -3.252 -0.408
H -1.018 6.220 -2.493 0.230
C 2.027 8.347 -4.458 -0.524
O 1.723 8.092 -3.098 -0.500
H 2.740 9.149 -4.528 0.266
H 2.432 7.456 -4.893 0.167
H 1.097 8.694 -4.956 0.250
H 1.031 7.416 -3.042 0.360
C 0.715 5.449 2.980 -0.637
O 0.408 5.790 1.663 -0.443
H 0.748 6.364 3.564 0.355
H -0.049 4.777 3.460 0.120
H 1.691 4.907 3.061 0.262
H 1.197 5.860 1.147 0.293
```

## Properties
Lowest unoccupied orbital energy = 0.509 eV
2S+1 = 1
Electronic energy = -3925.6653 Eh
Orbital gap = 8.839 eV
HOMO = -8.330 eV
Energy relative to the best compared isomer or geometry (same formula, charge and spin) = 4.2 kcal per mole
M = 1202.83 g mol⁻¹

(2)
# C12H30KN2O4S

A molecular structure, C12H30KN2O4S at a distorted geometry (the ωB97M-V functional and the def2-TZVPD basis, OMol25).

Structure (XYZ):
```
50
Properties=species:S:1:pos:R:3:nbo_charge:R:1
K -25.747 5.767 -17.244 0.575
S -29.256 6.985 -12.973 2.616
O -29.663 6.036 -13.970 -1.008
O -27.936 7.412 -13.231 -1.101
O -30.203 8.028 -12.650 -1.064
O -29.233 5.992 -11.940 -1.017
C -23.034 10.287 -17.707 -0.632
C -23.460 10.696 -19.169 -0.214
N -24.939 10.518 -19.420 -0.460
C -25.793 11.526 -18.741 -0.223
C -27.277 11.135 -18.609 -0.623
C -25.189 10.196 -20.851 -0.216
C -25.016 11.410 -21.730 -0.632
H -22.788 11.204 -17.172 0.208
H -22.185 9.612 -17.816 0.209
H -23.854 9.847 -17.138 0.219
H -23.185 11.735 -19.351 0.165
H -22.903 10.078 -19.873 0.188
H -25.335 11.517 -17.752 0.209
H -25.818 12.466 -19.292 0.164
H -27.762 11.775 -17.872 0.225
H -27.879 11.312 -19.500 0.198
H -27.385 10.097 -18.292 0.217
H -26.255 9.970 -20.806 0.196
H -24.635 9.354 -21.267 0.192
H -23.999 11.800 -21.783 0.203
H -25.631 12.220 -21.338 0.200
H -25.450 11.154 -22.696 0.208
C -22.901 2.924 -21.846 -0.624
C -22.533 2.073 -20.602 -0.209
N -21.866 2.883 -19.583 -0.461
C -21.904 2.151 -18.312 -0.223
C -21.308 3.074 -17.186 -0.624
C -20.561 3.401 -20.022 -0.217
C -19.480 2.325 -20.244 -0.645
H -23.610 3.696 -21.548 0.211
H -23.504 2.209 -22.406 0.210
H -22.128 3.413 -22.440 0.207
H -23.440 1.645 -20.176 0.201
H -21.891 1.225 -20.838 0.161
H -22.889 1.998 -17.871 0.205
H -21.355 1.212 -18.386 0.168
H -21.663 4.089 -17.014 0.214
H -21.406 2.650 -16.187 0.214
H -20.229 3.105 -17.341 0.194
H -20.060 4.100 -19.352 0.201
H -20.652 3.827 -21.021 0.197
H -18.562 2.912 -20.207 0.207
H -19.556 1.926 -21.256 0.206
H -19.493 1.649 -19.389 0.205
```

## Properties
Lowest unoccupied orbital energy = 0.666 eV
2S+1 = 1
Electronic energy = -1883.6386 Eh
Orbital gap = 2.137 eV
Charge = -1
HOMO = -1.471 eV
Energy relative to the best compared isomer or geometry (same formula, charge and spin) = 155.2 kcal per mole
M = 337.55 g mol⁻¹

(3)
# C4H7NO2

C4H7NO2 in the gas phase (the ωB97M-V functional and the def2-TZVPD basis, OMol25).

Structure (XYZ):
```
14
Properties=species:S:1:pos:R:3:nbo_charge:R:1
O 1.926 1.617 -0.026 -0.599
N 1.811 0.260 -0.367 -0.126
C 0.592 -0.078 -0.366 0.202
C -0.039 -1.436 -0.529 -0.445
C -1.331 -0.836 0.098 -0.408
C -0.701 0.577 0.083 0.041
O -0.649 1.195 1.343 -0.707
H 2.882 1.749 0.012 0.483
H 0.453 -2.211 0.057 0.230
H -0.152 -1.760 -1.569 0.225
H -1.503 -1.157 1.127 0.226
H -2.245 -0.958 -0.489 0.212
H -1.146 1.234 -0.678 0.178
H 0.101 1.805 1.304 0.488
```

## Properties
Lowest unoccupied orbital energy = 0.851 eV
2S+1 = 1
Electronic energy = -361.7618 Eh
Orbital gap = 10.704 eV
SMILES string = O/N=C1/CC[C@H]1O
HOMO = -9.853 eV
Energy relative to the best compared isomer or geometry (same formula, charge and spin) = 74.7 kcal per mole
M = 101.10 g mol⁻¹

(4)
# C30H45ClGeN2O7RbS2

A molecular structure, C30H45ClGeN2O7RbS2 at a distorted geometry (the ωB97M-V functional and the def2-TZVPD basis, OMol25).

Structure (XYZ):
```
89
Properties=species:S:1:pos:R:3:mulliken_spin:R:1
Rb -0.210 -0.138 0.849 -0.041
C 2.752 1.541 1.483 0.018
C 3.188 0.107 1.779 -0.015
C 2.874 -0.258 3.228 0.002
C 4.675 -0.076 1.488 0.000
O 2.437 -0.820 0.985 -0.048
Ge 2.472 -1.075 -0.793 0.959
O 1.186 -2.327 -1.020 0.080
C 1.248 -3.719 -0.674 -0.010
C 0.961 -3.872 0.815 0.015
C 2.619 -4.284 -1.024 0.025
C 0.162 -4.391 -1.509 0.004
O 1.623 0.408 -1.364 0.035
C 1.196 0.737 -2.697 -0.005
C 0.922 2.239 -2.672 0.007
C -0.075 -0.035 -3.024 0.021
C 2.308 0.412 -3.689 0.016
H 3.332 2.234 2.093 -0.003
H 1.697 1.713 1.715 -0.008
H 2.916 1.780 0.432 0.004
H 3.385 0.425 3.909 0.002
H 3.203 -1.274 3.443 -0.001
H 1.803 -0.184 3.419 -0.003
H 5.277 0.533 2.164 -0.001
H 4.908 0.228 0.465 -0.007
H 4.957 -1.121 1.620 0.002
H 1.712 -3.348 1.407 0.006
H 0.962 -4.925 1.099 -0.003
H -0.026 -3.467 1.051 -0.011
H 3.397 -3.821 -0.409 -0.016
H 2.846 -4.107 -2.076 0.002
H 2.649 -5.358 -0.841 -0.001
H -0.800 -3.916 -1.317 -0.002
H 0.086 -5.450 -1.261 0.002
H 0.391 -4.297 -2.571 -0.002
H 0.199 2.472 -1.888 -0.003
H 0.509 2.572 -3.625 0.003
H 1.841 2.792 -2.476 -0.002
H -0.879 0.222 -2.332 -0.011
H 0.096 -1.110 -2.964 0.007
H -0.416 0.211 -4.031 -0.003
H 3.232 0.916 -3.403 0.003
H 2.033 0.737 -4.693 -0.001
H 2.485 -0.666 -3.727 -0.015
O -2.793 0.054 2.185 -0.005
Cl -1.931 0.992 2.874 0.004
O -2.650 1.665 3.885 0.000
O -0.820 0.260 3.426 0.000
O -1.422 1.924 1.893 -0.001
S -3.787 -0.375 -1.772 0.000
C -4.377 -0.503 -0.227 0.000
N -5.143 0.432 0.343 0.000
C -5.787 0.174 1.625 0.000
C -6.211 -1.280 1.645 0.000
N -5.036 -2.118 1.461 0.000
C -4.936 -3.317 2.295 0.000
C -4.930 -2.961 3.764 0.000
C -3.929 -2.123 4.249 0.000
C -3.914 -1.759 5.584 0.000
C -4.891 -2.237 6.449 0.000
C -5.883 -3.079 5.973 0.000
C -5.904 -3.437 4.632 0.000
C -4.101 -1.759 0.582 0.001
S -2.712 -2.612 0.300 -0.002
C -5.388 1.715 -0.327 0.000
C -5.617 2.839 0.644 0.000
C -6.865 3.439 0.768 0.000
C -7.063 4.461 1.684 0.000
C -6.018 4.882 2.490 0.000
C -4.769 4.289 2.371 0.000
C -4.571 3.280 1.445 0.000
H -6.659 0.819 1.714 0.000
H -5.105 0.399 2.451 0.000
H -6.941 -1.477 0.854 0.000
H -6.661 -1.529 2.604 0.000
H -4.008 -3.815 2.019 0.000
H -5.767 -3.984 2.053 0.000
H -3.171 -1.746 3.576 0.000
H -3.138 -1.097 5.948 0.000
H -4.877 -1.950 7.493 0.000
H -6.647 -3.452 6.643 0.000
H -6.686 -4.088 4.257 0.000
H -6.246 1.603 -0.999 0.000
H -4.522 1.913 -0.957 0.000
H -7.684 3.106 0.142 0.000
H -8.037 4.924 1.773 0.000
H -6.176 5.673 3.212 0.000
H -3.946 4.603 2.997 0.000
H -3.601 2.819 1.351 0.000
```

## Properties
Lowest unoccupied orbital energy (alpha / beta) = -0.018 / -2.112 eV
2S+1 = 2
Electronic energy = -5163.7516 Eh
Orbital gap (alpha / beta) = 7.572 / 5.477 eV
HOMO (alpha / beta) = -7.590 / -7.589 eV
Energy relative to the best compared isomer or geometry (same formula, charge and spin) = 0.0 kcal per mole
M = 803.36 g mol⁻¹

(5)
# C24H25O7

2 unconnected molecules or ions with the total composition C24H25O7 at a distorted geometry (the ωB97M-V functional and the def2-TZVPD basis, OMol25).

Structure (XYZ):
```
56
Properties=species:S:1:pos:R:3:nbo_charge:R:1
C -5.597 -1.922 -2.282 -0.250
O -5.317 -0.632 -1.799 -0.492
C -3.989 -0.243 -1.929 0.301
C -3.594 0.968 -1.342 -0.239
C -2.300 1.409 -1.415 -0.149
C -1.319 0.653 -2.063 -0.124
C 0.070 1.102 -2.093 0.043
C 1.159 0.367 -1.768 -0.355
C 2.479 0.983 -1.928 0.784
O 2.530 2.172 -2.190 -0.572
O 3.595 0.198 -1.800 -0.506
C 3.370 -1.231 -1.849 0.530
C 3.201 -1.645 -3.312 -0.657
C 4.606 -1.903 -1.248 -0.631
O 2.231 -1.719 -1.099 -0.505
C 1.089 -0.965 -1.150 0.769
O 0.034 -1.370 -0.697 -0.534
C -1.715 -0.549 -2.666 -0.142
C -3.012 -0.982 -2.608 -0.272
H -6.631 -2.171 -2.041 0.193
H -5.473 -1.940 -3.364 0.168
H -4.941 -2.647 -1.798 0.181
H -4.338 1.534 -0.812 0.231
H -2.012 2.331 -0.940 0.230
H 0.256 2.127 -2.378 0.239
H 2.322 -1.163 -3.739 0.219
H 4.074 -1.349 -3.891 0.221
H 3.077 -2.725 -3.381 0.222
H 4.714 -1.594 -0.211 0.241
H 4.497 -2.983 -1.277 0.222
H 5.502 -1.620 -1.793 0.218
H -0.976 -1.151 -3.165 0.205
H -3.282 -1.907 -3.085 0.206
C 4.471 -1.070 2.734 -0.626
C 3.384 -0.006 2.734 -0.074
O 2.097 -0.530 2.972 -0.544
C 1.192 0.503 3.086 0.712
C -0.195 0.148 2.990 -0.558
C -1.258 1.066 3.002 -0.013
C -1.053 2.435 3.280 -0.220
C -2.093 3.326 3.287 -0.231
C -3.381 2.895 3.025 -0.331
C -3.613 1.562 2.731 -0.227
C -2.582 0.657 2.716 -0.260
O 1.544 1.670 3.221 -0.742
H 5.411 -0.709 2.307 0.198
H 4.681 -1.419 3.747 0.201
H 4.153 -1.938 2.154 0.202
H 3.568 0.771 3.490 0.196
H 3.320 0.506 1.762 0.160
H -0.408 -0.894 2.846 0.187
H -0.051 2.771 3.482 0.239
H -1.909 4.364 3.507 0.184
H -4.199 3.596 3.045 0.180
H -4.618 1.233 2.530 0.184
H -2.769 -0.374 2.465 0.190
```

## Properties
Lowest unoccupied orbital energy = 1.753 eV
2S+1 = 1
Electronic energy = -1456.2472 Eh
Orbital gap = 3.943 eV
Charge = -1
HOMO = -2.190 eV
Energy relative to the best compared isomer or geometry (same formula, charge and spin) = 3.2 kcal per mole
M = 425.46 g mol⁻¹

Q: What is the M in the fifth record?
A: 425.46 g mol⁻¹

Q: What is the formula in the fourth record?
A: C30H45ClGeN2O7RbS2

Q: What is the formula in the second record?
A: C12H30KN2O4S

Q: Among the records above, which one has the highest M?
A: C58H147N5O18